78
Properties=species:S:1:pos:R:3:lowdin_charge:R:1 method="wB97M-V/def2-TZVPD" e_homo_ev=-5.14 e_above_lowest_kcal_mol=0.00 gap_ev=2.7
Y 3.4700 0.0684 2.2430 1.81
O 3.3431 -2.1891 2.2374 -0.39
C 2.2680 -2.9627 1.7471 -0.35
C 1.7228 -4.0107 2.7079 -0.52
O 2.6943 -4.6229 3.3827 -0.28
H 2.6678 -3.4359 0.8352 0.09
H 1.4720 -2.2860 1.3718 0.09
H 1.0655 -4.7144 2.1568 0.09
H 1.0891 -3.4373 3.4393 0.08
C 0.1941 0.5428 1.4320 -0.43
O 0.7389 0.3620 0.1319 -0.10
O 1.1917 0.5847 2.3348 -0.27
C -0.7904 1.7147 1.5070 -0.55
F -1.0061 2.1047 2.7497 0.17
F -0.2625 2.8098 0.8560 0.11
F -1.9661 1.5106 0.9090 0.14
C -0.1679 0.5062 -0.9497 -0.24
C 0.5425 0.0393 -2.2131 -0.05
H 1.5065 0.5337 -2.3479 0.06
H 0.5956 -1.0454 -2.2494 0.08
H -0.0175 0.3822 -3.0895 0.07
H -0.5942 1.4966 -1.0934 0.12
H -1.0175 -0.1836 -0.8579 0.12
H -0.4232 -0.3572 1.6217 0.17
C 0.0083 0.5548 -6.1886 -0.18
O 0.0330 1.8991 -5.7769 -0.11
H -1.0388 0.2634 -6.2748 0.08
H 0.5493 0.3653 -7.1163 0.08
H 0.3648 -0.1671 -5.4411 0.06
H 0.9338 2.1409 -5.5447 0.07
C 2.0231 -4.1417 -2.0979 -0.16
O 1.7423 -4.0065 -3.4873 -0.15
H 2.7771 -3.4253 -1.7715 0.05
H 1.1222 -4.0379 -1.4901 0.08
H 2.4306 -5.1512 -2.0163 0.08
H 0.7757 -3.9432 -3.6320 0.02
C -4.2813 4.0907 0.7878 -0.16
O -4.6506 4.6620 2.0397 -0.12
H -3.9099 3.0620 0.8426 0.06
H -5.1434 4.0542 0.1067 0.08
H -3.5236 4.7085 0.3096 0.08
H -5.4645 4.2278 2.3099 0.07
C -0.6674 -0.6569 5.6127 -0.12
O -0.2220 0.5830 5.0721 -0.15
H -1.7447 -0.7804 5.4351 0.08
H -0.1441 -1.5227 5.2050 0.07
H -0.5833 -0.6547 6.7000 0.08
H 0.1592 0.4305 4.1921 0.04
C -1.7994 4.0227 5.0374 -0.18
O -1.3425 2.9602 5.8470 -0.15
H -2.7481 3.8030 4.5319 0.07
H -1.9607 4.9101 5.6381 0.07
H -1.0525 4.1041 4.2483 0.06
H -0.9935 2.2090 5.3169 0.03
C -3.8715 -1.2178 0.6732 -0.19
O -3.2138 -1.9092 -0.3523 -0.11
H -4.7874 -1.6671 1.0977 0.08
H -3.3357 -1.1179 1.6187 0.08
H -4.2129 -0.2232 0.3680 0.07
H -3.8407 -1.8787 -1.0829 0.08
C -1.7803 -2.5600 -4.0647 -0.09
O -0.9754 -3.6510 -3.5520 -0.14
H -1.5598 -1.6533 -3.5056 0.06
H -1.5502 -2.4479 -5.1211 0.08
H -2.8286 -2.8371 -3.9420 0.08
H -1.4995 -4.1553 -2.9259 0.09
C 3.7206 -0.8662 -0.7445 -0.10
O 3.3918 0.3596 -0.0388 -0.27
H 4.4628 -1.5143 -0.2648 0.09
H 2.7874 -1.4290 -0.7109 0.07
H 4.1641 -0.7072 -1.7268 0.10
H 3.0379 1.0100 -0.6869 0.07
C 3.9755 3.5204 -2.1417 -0.12
O 2.9720 2.5975 -1.7195 -0.14
H 3.9192 4.4808 -1.6233 0.09
H 4.9413 3.1046 -1.8541 0.08
H 3.9732 3.6950 -3.2180 0.08
H 2.1444 3.0933 -1.7399 0.10